[1]
Molecular formula: CH7BN
Method: DFT, ωB97M-V/def2-TZVPD

Charge: +1
Total energy in Ha: -121.56447
SMILES: BC[NH3+]
HOMO energy in hartree: -0.6081
Orbital gap in eV: 12.09

Geometry as XYZ:
```
10
Properties=species:S:1:pos:R:3:forces:R:3:mulliken_charge:R:1
B -0.437 1.568 -0.130 0.89 -2.76 -3.51 0.11
C 0.050 -0.059 -0.606 0.37 4.07 2.42 -0.58
N 0.209 -1.072 0.586 0.04 2.77 -1.56 -0.31
H -0.187 2.301 -1.023 -0.07 -0.18 -0.36 0.03
H -0.799 2.114 0.757 -0.70 0.28 2.64 0.03
H -0.379 -0.392 -1.530 -0.19 -0.71 -0.05 0.40
H 1.021 0.440 -0.815 0.21 -1.23 -0.06 0.26
H 0.201 -0.441 1.396 -0.53 -0.76 0.17 0.37
H 1.112 -1.512 0.596 0.41 -0.79 -0.29 0.34
H -0.564 -1.705 0.523 -0.42 -0.70 0.60 0.33
```
Forces are in eV/Å.



[2]
Molecular formula: CH7BNO
Method: DFT, ωB97M-V/def2-TZVPD

Charge: +1
Total energy in Ha: -196.90560
SMILES: [NH3+]CBO
HOMO energy in hartree: -0.5905
Orbital gap in eV: 12.24

Geometry as XYZ:
```
11
Properties=species:S:1:pos:R:3:forces:R:3:mulliken_charge:R:1
N -1.040 0.790 0.060 4.09 -1.92 0.36 -0.28
C -0.514 -0.673 0.325 -1.84 0.09 1.70 -0.50
B 1.010 -0.614 -0.144 2.74 -1.73 -0.35 0.29
O 1.526 0.577 -0.564 -2.10 -0.04 0.51 -0.54
H -0.250 1.403 0.360 -1.17 0.03 -0.23 0.38
H -1.224 0.910 -0.893 -0.14 0.45 -1.96 0.33
H -1.858 0.834 0.537 -3.04 1.08 2.10 0.30
H -1.305 -1.384 -0.126 1.70 1.00 0.33 0.37
H -0.710 -0.812 1.503 0.94 0.22 -2.58 0.32
H 1.950 -1.504 -0.179 -2.12 0.69 0.33 -0.02
H 2.413 0.474 -0.878 0.92 0.13 -0.21 0.35
```
Forces are in eV/Å.



[3]
Molecular formula: CH7Cl2NSi2
Method: DFT, ωB97M-V/def2-TZVPD

Charge: 0
Total energy in Ha: -1596.26718
Multiplicity: 3
<S²>: 2.0098
HOMO energy (alpha / beta) in hartree: -0.2578 / -0.3835
Orbital gap (alpha / beta) in eV: 7.51 / 9.21

Geometry as XYZ:
```
13
Properties=species:S:1:pos:R:3:forces:R:3:mulliken_spin:R:1
C -3.904 0.134 -0.120 -2.48 -2.84 -3.53 1.52
N 1.182 -0.460 -0.082 0.79 1.15 -0.36 0.01
Si 2.418 -0.143 1.156 0.23 -1.99 -0.47 0.00
Si 0.210 0.680 -0.901 -0.96 1.04 -1.27 0.09
Cl -1.819 0.589 -0.241 2.61 0.52 -0.23 0.09
Cl -3.963 -1.390 0.651 -0.22 0.55 0.53 0.19
H -4.090 -0.087 -1.320 0.15 1.52 3.12 0.06
H 1.295 -1.371 -0.491 -0.05 -0.13 -0.18 0.00
H 3.065 -1.613 1.075 -0.35 1.77 0.50 0.00
H 1.539 0.034 2.326 0.54 0.25 0.37 0.00
H 3.512 0.947 1.026 -1.02 -0.74 -0.14 0.00
H 0.527 2.147 -0.598 0.30 -1.01 -0.07 0.02
H 0.028 0.531 -2.480 0.47 -0.09 1.74 0.01
```
Forces are in eV/Å.



[4]
Molecular formula: CH7ClN2P
Method: DFT, ωB97M-V/def2-TZVPD

Charge: +1
Total energy in Ha: -953.11032
SMILES: C[P@](N)(=[NH2+])Cl
HOMO energy in hartree: -0.5615
Orbital gap in eV: 9.80

Geometry as XYZ:
```
12
Properties=species:S:1:pos:R:3:forces:R:3:mulliken_charge:R:1
C -0.271 -1.542 -0.473 1.37 1.29 1.45 -0.89
P 0.186 0.195 0.220 2.99 -2.04 0.41 0.71
N -1.148 0.664 0.980 -1.61 2.81 1.67 -0.49
N 0.754 1.183 -0.968 -0.03 -1.64 -0.88 -0.44
Cl 2.104 -0.037 1.755 -3.05 0.24 -2.06 -0.24
H -0.733 -2.029 0.441 0.54 0.45 -1.13 0.34
H 0.730 -2.053 -0.732 -1.97 0.63 -0.15 0.37
H -1.079 -1.300 -1.224 1.18 -0.62 0.46 0.38
H -1.634 1.531 0.629 0.83 -1.13 0.06 0.33
H -1.296 0.711 2.026 0.72 -0.67 -1.48 0.32
H 1.275 2.055 -0.857 -0.38 -0.35 0.37 0.29
H 1.112 0.622 -1.795 -0.59 1.03 1.28 0.30
```
Forces are in eV/Å.



[5]
Molecular formula: CH7IN3
Method: DFT, ωB97M-V/def2-TZVPD

Charge: +1
Total energy in Ha: -503.92966
HOMO energy in hartree: -0.5241
Orbital gap in eV: 9.82

Geometry as XYZ:
```
12
Properties=species:S:1:pos:R:3:forces:R:3:mulliken_charge:R:1
C -0.597 -0.438 0.029 -4.52 0.59 -0.52 0.30
N -0.274 -1.594 -0.461 0.59 -0.37 0.08 -0.40
N 0.160 0.388 0.619 1.60 2.22 0.15 0.08
N 1.481 -0.030 0.897 -0.01 -0.60 1.81 -0.68
I -2.682 0.148 0.066 1.00 -0.42 -0.20 0.24
H -0.591 1.825 -1.548 -0.12 -0.08 -0.11 -0.11
H 1.868 0.677 1.588 -0.51 -1.38 -0.96 0.31
H -0.974 -2.241 -0.750 -0.45 -0.30 -0.23 0.25
H -0.019 1.406 0.542 -0.09 -0.99 0.43 0.31
H 1.227 -0.934 1.415 1.51 1.47 -0.41 0.30
H 0.635 -1.676 -0.867 0.86 -0.39 -0.02 0.27
H -0.234 2.470 -1.530 0.13 0.23 -0.02 0.12
```
Forces are in eV/Å.



[6]
Molecular formula: CH7INP2
Method: DFT, ωB97M-V/def2-TZVPD

Charge: +1
Total energy in Ha: -1077.10100
SMILES: [NH3+]C(P)(P)I
HOMO energy in hartree: -0.4999
Orbital gap in eV: 8.80

Geometry as XYZ:
```
12
Properties=species:S:1:pos:R:3:forces:R:3:mulliken_charge:R:1
N 0.893 0.885 0.525 -0.22 1.63 -2.15 -0.51
C -0.364 -0.140 -0.096 1.23 1.25 1.71 -0.42
P 0.208 -1.962 -0.010 0.97 -0.51 -0.56 0.04
P -0.836 0.595 -1.756 -1.04 0.28 0.36 -0.02
I -2.006 0.123 1.430 1.14 -0.31 -0.81 0.28
H 0.680 1.975 0.432 0.14 -2.89 0.64 0.39
H 0.933 0.569 1.491 0.39 0.45 0.22 0.40
H 1.848 0.796 0.026 -1.89 -0.40 0.96 0.40
H 0.565 -2.123 1.335 -0.54 0.45 0.51 0.09
H 1.701 -2.071 -0.240 -1.55 0.90 -0.41 0.10
H -1.909 -0.355 -1.893 0.39 0.47 -0.07 0.13
H -1.715 1.710 -1.244 0.97 -1.31 -0.41 0.12
```
Forces are in eV/Å.



[7]
Molecular formula: CH7N2O
Method: DFT, ωB97M-V/def2-TZVPD

Charge: -1
Total energy in Ha: -227.04544
HOMO energy in hartree: -0.0947
Orbital gap in eV: 7.44

Geometry as XYZ:
```
11
Properties=species:S:1:pos:R:3:forces:R:3:mulliken_charge:R:1
N 1.311 1.567 0.057 0.23 0.45 -0.15 -0.76
C 0.141 1.250 0.921 -0.23 -0.90 0.17 -0.41
O -0.432 0.056 0.676 0.05 0.33 -0.04 -0.88
H 1.953 0.790 0.166 0.04 -0.17 0.04 0.27
H 0.978 1.471 -0.899 -0.05 -0.04 -0.02 0.27
H 0.539 1.319 1.960 0.07 0.18 0.05 0.26
H -0.543 2.119 0.797 -0.05 0.07 -0.05 0.24
N -0.825 -2.310 -1.036 0.98 -0.43 -0.20 -0.77
H -1.160 -1.639 -1.711 -0.34 0.01 0.20 0.23
H -0.394 -1.765 -0.288 -0.24 0.40 0.03 0.37
H -1.568 -2.858 -0.643 -0.45 0.11 -0.02 0.18
```
Forces are in eV/Å.



[8]
Molecular formula: CH7N2O
Method: DFT, ωB97M-V/def2-TZVPD

Charge: -1
Total energy in Ha: -227.04513
HOMO energy in hartree: -0.0980
Orbital gap in eV: 7.55

Geometry as XYZ:
```
11
Properties=species:S:1:pos:R:3:forces:R:3:mulliken_charge:R:1
N -1.627 -0.019 1.966 -0.26 0.00 0.00 -0.82
H -0.814 -0.302 2.505 0.09 0.08 -0.16 0.20
H -1.339 -0.074 0.967 0.32 -0.21 0.11 0.42
H -2.250 -0.816 2.042 -0.16 -0.04 0.11 0.19
N 1.767 0.248 -1.031 0.11 -0.05 0.08 -0.77
C 0.345 0.506 -0.670 -0.95 -1.36 0.21 -0.30
O -0.399 -0.639 -0.573 0.24 0.60 -0.07 -0.93
H 1.664 -0.501 -1.713 0.06 0.06 -0.22 0.26
H 2.123 -0.276 -0.232 0.06 0.09 0.03 0.29
H -0.079 1.184 -1.435 0.26 0.29 -0.02 0.19
H 0.360 1.020 0.310 0.24 0.54 -0.05 0.26
```
Forces are in eV/Å.



[9]
Molecular formula: CH7N2O
Method: DFT, ωB97M-V/def2-TZVPD

Charge: +1
Total energy in Ha: -226.78711
HOMO energy in hartree: -0.5928
Orbital gap in eV: 12.66

Geometry as XYZ:
```
11
Properties=species:S:1:pos:R:3:forces:R:3:mulliken_charge:R:1
O 1.966 0.669 0.023 -0.13 -0.07 0.05 -0.69
H 0.467 0.360 -0.940 0.04 0.22 0.16 0.33
H 2.636 0.035 0.306 0.06 0.06 -0.07 0.34
H 1.986 1.379 0.677 0.08 0.00 -0.05 0.34
N -0.564 0.210 -0.903 -0.38 -0.21 -0.40 -0.31
C -0.868 -0.694 0.225 0.12 -0.25 0.00 0.01
N -1.495 -0.234 1.181 -0.31 0.39 0.17 -0.49
H -1.068 1.089 -0.781 0.15 0.22 0.27 0.35
H -0.912 -0.190 -1.778 0.23 -0.08 -0.08 0.39
H -0.485 -1.692 0.091 0.17 -0.30 -0.20 0.42
H -1.664 -0.932 1.900 -0.03 0.03 0.15 0.31
```
Forces are in eV/Å.



[10]
Molecular formula: CH7N2O2P
Method: DFT, ωB97M-V/def2-TZVPD

Charge: 0
Total energy in Ha: -643.58046
SMILES: CP(O)(O)=NN
HOMO energy in hartree: -0.2908
Orbital gap in eV: 8.00

Geometry as XYZ:
```
13
Properties=species:S:1:pos:R:3:forces:R:3:mulliken_charge:R:1
C 1.842 0.226 -0.172 -3.53 1.25 1.39 -1.02
P -0.237 0.372 0.142 0.98 3.72 -1.08 0.89
O -0.385 0.797 -1.452 1.68 -0.83 0.57 -0.55
O -0.023 1.884 0.865 -0.25 -2.25 -0.90 -0.53
N -1.736 -0.065 0.645 2.91 0.69 -0.16 -0.46
N -2.131 -1.349 0.365 -1.91 -1.07 3.52 -0.48
H 2.329 0.607 0.714 0.07 -0.54 0.28 0.33
H 2.070 -0.715 -0.556 0.72 -1.23 -0.61 0.37
H 1.711 1.041 -0.854 0.61 0.08 -0.78 0.32
H -1.206 0.954 -1.893 -1.13 0.02 0.29 0.33
H -0.804 1.852 1.413 -0.73 0.73 0.82 0.34
H -2.009 -1.918 1.241 -0.26 0.36 -1.72 0.23
H -1.786 -1.772 -0.436 0.85 -0.92 -1.63 0.21
```
Forces are in eV/Å.